Entry 1:
{
  "formula": "C5H11O3",
  "method": "wB97M-V/def2-TZVPD",
  "species": ["C", "C", "C", "O", "H", "H", "H", "H", "H", "H", "H", "H", "C", "C", "O", "O", "H", "H", "H"],
  "xyz": [[1.5183, -0.9587, -0.2302], [2.2538, 0.4025, -0.7044], [1.1278, -0.7890, 1.2289], [0.3965, -1.1965, -1.0990], [2.2745, -1.7437, -0.3743], [1.4470, 1.1152, -0.5435], [0.9776, -1.7576, 1.6768], [1.7200, 0.0217, 1.6861], [0.2903, -0.1038, 1.2558], [-0.1343, -0.3232, -1.2300], [2.6887, 0.2826, -1.7402], [3.1157, 0.8451, -0.2625], [-3.0836, 0.1337, 0.0832], [-1.7577, 1.1019, 0.1286], [-1.7391, 1.9605, 1.0443], [-1.0409, 1.1451, -0.9014], [-2.7061, -0.8288, 0.4720], [-3.3770, 0.1289, -1.0182], [-3.9713, 0.5642, 0.5279]],
  "multiplicity": 1,
  "total_charge": -1,
  "largest_force_ev_per_a": 3.42,
  "homo_lumo_gap_ev": 8.30,
  "total_energy_ev": -11506.423,
  "lumo_ev": 3.926
}

---

Entry 2:
{
  "formula": "C5H11O4Y",
  "method": "wB97M-V/def2-TZVPD",
  "species": ["C", "O", "C", "O", "C", "C", "O", "C", "Y", "H", "H", "H", "H", "H", "H", "H", "H", "H", "H", "H", "O"],
  "xyz": [[-3.5223, 1.5102, 1.8410], [-3.8977, 0.3964, 1.0942], [-2.3922, 2.2830, 1.1622], [-1.4079, 1.3049, 0.7889], [-0.3814, 1.7138, -0.1194], [0.1716, 0.4867, -0.7373], [-0.7741, -0.4691, -1.0273], [-0.3555, -1.5275, -1.9082], [-2.5257, -0.4735, 0.2123], [-3.1828, 1.2206, 2.8558], [-4.3605, 2.2183, 1.9778], [-1.9367, 3.0319, 1.8252], [-2.7526, 2.7731, 0.2431], [0.4058, 2.2736, 0.4023], [-0.8390, 2.3705, -0.8821], [3.1548, -0.6406, 1.0252], [-1.2514, -2.0905, -2.1856], [0.1135, -1.0753, -2.7903], [0.3540, -2.1737, -1.3773], [1.2173, 0.2310, -0.8986], [3.7021, -1.0181, 0.2994]],
  "multiplicity": 2,
  "total_charge": 1,
  "largest_force_ev_per_a": 4.62,
  "homo_lumo_gap_ev": [2.36, 2.73],
  "total_energy_ev": -14582.362,
  "lumo_ev": [-6.129, -6.161]
}

---

How do the records compare in ΔE to the lowest compared entry with this formula, charge and spin? In the order shown, they have 1.6444, 6.9078 eV.